(1)
This record from the OMol25 dataset describes C8H18BrO4S as an isolated structure at a distorted geometry. The level of theory is ωB97M-V with the def2-TZVPD basis set.

Summary:
LUMO level	2.3412	eV
multiplicity	1
energy	-97648.388	eV
orbital gap	5.26	eV
charge	-1
highest occupied orbital energy	-2.91	eV

CARTESIAN COORDINATES (ANGSTROEM)
C1 3.582 1.841 1.074
C2 3.936 1.211 -0.434
C3 2.678 0.357 -1.068
C4 2.735 -1.157 -0.395
C5 1.223 -1.840 -0.219
C6 0.352 -0.959 0.892
O1 -0.874 -0.361 0.347
S1 -2.154 -1.472 0.215
O2 -2.001 -2.700 1.141
O3 -3.521 -0.614 0.863
O4 -4.302 -0.366 -0.153
C7 -5.578 0.249 0.294
C8 -6.100 1.208 -0.941
H1 2.515 2.337 1.106
H2 3.677 0.953 1.848
H3 4.371 2.649 1.381
H4 4.317 2.059 -1.162
H5 4.857 0.478 -0.253
H6 2.865 0.311 -2.236
H7 1.633 0.862 -0.849
H8 3.349 -1.177 0.604
H9 3.318 -1.828 -1.192
H10 1.284 -2.954 0.168
H11 0.737 -1.826 -1.297
H12 1.066 -0.044 1.172
H13 0.199 -1.539 1.916
H14 -6.345 -0.590 0.587
H15 -5.321 0.860 1.285
H16 -6.427 0.517 -1.844
H17 -5.227 1.939 -1.237
H18 -7.073 1.762 -0.573
Br1 6.227 -0.167 -1.039

=====

(2)
This record from the OMol25 dataset describes C8H18CeI2NO2P2 as an isolated structure at a distorted geometry. The level of theory is ωB97M-V with the def2-TZVPD basis set.

Summary:
energy above the lowest of the compared OMol25 structures with the same formula, charge and spin	32.6	kJ/mol
LUMO level (alpha / beta)	-14.0704 / -13.8722	eV
multiplicity	1
energy	-61849.871	eV
orbital gap (alpha / beta)	2.52 / 2.98	eV
charge	+3
highest occupied orbital energy (alpha / beta)	-16.59 / -16.85	eV

CARTESIAN COORDINATES (ANGSTROEM)
I1 0.001 -1.259 -5.567
I2 0.000 1.420 -5.349
Ce1 -0.001 1.310 0.315
P1 -2.583 0.041 0.035
C1 -3.664 -0.083 -1.435
C2 -3.210 -1.386 1.000
H1 -4.294 -1.295 1.156
H2 -4.432 1.250 1.020
H3 -2.708 -1.465 1.972
H4 -2.915 1.630 1.914
H5 -3.464 -1.022 -1.970
H6 -3.007 -2.300 0.427
C3 -3.360 1.470 0.917
H7 -4.711 -0.076 -1.100
H8 -3.231 2.383 0.315
H9 -3.490 0.750 -2.132
P2 2.582 0.026 0.043
C4 3.669 -0.102 -1.423
C5 3.364 1.448 0.930
H10 2.695 -1.485 1.978
H11 4.283 -1.324 1.167
H12 2.992 -2.319 0.433
C6 3.199 -1.406 1.008
H13 2.916 1.610 1.925
H14 4.435 1.223 1.039
H15 4.715 -0.100 -1.086
H16 3.501 0.731 -2.120
H17 3.245 2.363 0.330
H18 3.468 -1.040 -1.960
C7 0.003 -0.114 -1.501
O1 0.000 -0.766 -2.469
O2 0.000 -0.231 4.577
C8 0.001 -0.063 3.403
N1 0.002 0.179 2.206

=====

(3)
This record from the OMol25 dataset describes C8H18ClI2NO2PTi as an isolated structure at a distorted geometry. The level of theory is ωB97M-V with the def2-TZVPD basis set.

Summary:
LUMO level (alpha / beta)	-9.2757 / -8.9670	eV
multiplicity	2
energy	-75284.632	eV
orbital gap (alpha / beta)	4.63 / 4.93	eV
charge	+2
highest occupied orbital energy (alpha / beta)	-13.90 / -13.90	eV

CARTESIAN COORDINATES (ANGSTROEM)
I1 -1.257 3.027 -0.318
I2 1.378 2.899 -1.756
Ti1 0.084 -1.799 -0.422
P1 -1.022 -0.369 -2.481
C1 -1.382 1.138 -3.424
C2 -0.332 -1.215 -3.949
H1 -2.890 -1.912 -2.100
H2 -3.057 -0.970 -3.628
H3 -3.360 -0.170 -2.058
C3 -2.753 -0.933 -2.569
H4 -0.079 -2.264 -3.738
H5 -1.078 -1.150 -4.767
H6 -1.924 0.926 -4.356
H7 -0.480 1.683 -3.681
H8 0.571 -0.649 -4.239
H9 -2.032 1.802 -2.861
C4 0.317 4.477 -0.812
O1 0.496 5.595 -0.475
Cl1 -0.224 -3.999 -0.631
C5 1.736 -0.298 4.530
N1 1.616 -0.113 3.081
C6 2.462 0.939 2.550
C7 0.804 -0.881 2.340
C8 -0.254 -1.667 3.033
O2 0.988 -1.000 1.054
H10 2.522 0.358 4.918
H11 1.998 -1.335 4.789
H12 0.791 -0.081 5.055
H13 3.121 0.544 1.766
H14 1.849 1.748 2.117
H15 3.055 1.324 3.390
H16 -1.250 -1.221 2.868
H17 -0.298 -2.686 2.640
H18 -0.116 -1.749 4.132

=====

(4)
This record from the OMol25 dataset describes C8H18ClN2OP in the gas phase at a distorted geometry. The level of theory is ωB97M-V with the def2-TZVPD basis set.

Summary:
energy above the lowest of the compared OMol25 structures with the same formula, charge and spin	462.1	kJ/mol
LUMO level	0.2446	eV
multiplicity	1
energy	-35422.402	eV
orbital gap	8.37	eV
charge	0
highest occupied orbital energy	-8.13	eV
SMILES	CCCN[PH2](CC(=O)Cl)N=C(C)C

CARTESIAN COORDINATES (ANGSTROEM)
C1 -0.772 1.196 3.506
C2 -0.910 -0.222 2.738
C3 -1.959 -0.143 1.494
N1 -1.652 0.961 0.539
P1 -0.649 0.443 -0.850
C4 0.430 2.022 -0.578
C5 1.942 1.698 -0.200
O1 2.871 2.043 -0.970
Cl1 2.415 0.859 1.372
N2 0.338 0.096 -2.297
C6 0.864 -1.114 -2.307
C7 1.991 -1.676 -1.326
C8 0.354 -2.127 -3.472
H1 -1.653 1.424 4.196
H2 -0.656 2.084 2.799
H3 0.167 1.191 4.174
H4 0.102 -0.607 2.379
H5 -1.407 -0.931 3.507
H6 -2.968 0.135 1.991
H7 -2.136 -1.168 1.006
H8 -2.512 1.416 0.203
H9 -1.841 0.564 -1.672
H10 -0.393 -0.829 -0.247
H11 0.451 2.577 -1.591
H12 -0.022 2.751 0.172
H13 1.432 -2.224 -0.470
H14 2.701 -0.886 -0.917
H15 2.575 -2.512 -1.868
H16 -0.749 -2.390 -3.375
H17 1.047 -3.052 -3.473
H18 0.599 -1.578 -4.461

=====

(5)
This record from the OMol25 dataset describes a 2-piece molecular cluster, C8H18FP overall at a distorted geometry. The level of theory is ωB97M-V with the def2-TZVPD basis set.

Summary:
energy above the lowest of the compared OMol25 structures with the same formula, charge and spin	172.0	kJ/mol
LUMO level	0.8213	eV
multiplicity	1
energy	-20592.099	eV
orbital gap	9.99	eV
charge	0
highest occupied orbital energy	-9.17	eV
SMILES	CC(C)(C)PF.C=C(C)C

CARTESIAN COORDINATES (ANGSTROEM)
C1 -3.866 1.200 1.004
C2 -2.512 -0.500 0.009
C3 -3.573 1.347 -1.444
C4 3.049 -1.076 -0.983
C5 2.062 0.905 -1.753
C6 3.616 0.989 0.200
C7 -3.220 0.619 -0.195
C8 2.424 0.246 -0.486
F1 0.370 0.810 1.283
P1 1.105 -0.565 0.620
H1 -4.929 1.308 0.970
H2 -3.596 0.575 1.870
H3 -3.409 2.167 1.346
H4 -1.909 -1.008 -0.796
H5 0.138 -0.327 -0.302
H6 -2.440 -0.991 0.866
H7 -4.565 1.015 -1.886
H8 -3.596 2.376 -1.362
H9 -2.775 1.200 -2.181
H10 3.766 -1.375 -0.151
H11 2.241 -1.759 -1.278
H12 3.699 -1.069 -1.889
H13 2.885 0.758 -2.504
H14 1.920 1.988 -1.417
H15 1.163 0.577 -2.201
H16 3.477 2.026 0.555
H17 3.930 0.389 1.060
H18 4.443 0.876 -0.427

=====

(6)
This record from the OMol25 dataset describes C8H18LaO4 as an isolated structure at a distorted geometry. The level of theory is ωB97M-V with the def2-TZVPD basis set.

Summary:
energy above the lowest of the compared OMol25 structures with the same formula, charge and spin	0.0	kJ/mol
LUMO level (alpha / beta)	-8.0150 / -7.9886	eV
multiplicity	2
energy	-17614.525	eV
orbital gap (alpha / beta)	5.99 / 5.55	eV
charge	+2
highest occupied orbital energy (alpha / beta)	-14.01 / -13.54	eV

CARTESIAN COORDINATES (ANGSTROEM)
C1 0.839 -4.058 -0.014
O1 0.602 -2.663 -0.196
C2 1.805 -1.881 -0.187
C3 1.487 -0.408 -0.239
C4 0.866 0.099 -1.519
O2 -0.509 -0.310 -1.601
C5 -1.239 0.370 -2.621
La1 -1.609 -2.087 -0.583
H1 -0.130 -4.568 -0.050
H2 1.483 -4.432 -0.822
H3 1.314 -4.227 0.961
H4 2.417 -2.187 -1.051
H5 2.350 -2.116 0.738
H6 2.417 0.146 -0.067
H7 1.395 -0.274 -2.410
H8 0.888 1.197 -1.535
H9 -2.266 -0.012 -2.607
H10 -1.240 1.449 -2.413
H11 -0.782 0.173 -3.600
H12 0.872 -0.009 0.762
O3 -0.727 4.734 2.006
C6 -0.989 3.797 1.064
C7 -1.432 2.445 1.590
O4 -0.335 1.831 2.248
C8 -0.460 0.502 2.481
H13 -0.100 3.675 0.402
H14 -1.771 4.192 0.372
H15 -1.786 1.828 0.746
H16 -2.258 2.558 2.311
H17 0.359 0.070 3.056
H18 -1.461 0.165 2.779

=====

(7)
This record from the OMol25 dataset describes a 2-piece molecular cluster, C8H18N overall at a distorted geometry. The level of theory is ωB97M-V with the def2-TZVPD basis set.

Summary:
energy above the lowest of the compared OMol25 structures with the same formula, charge and spin	364.5	kJ/mol
LUMO level	-5.7002	eV
multiplicity	1
energy	-10068.228	eV
orbital gap	5.98	eV
charge	+1
highest occupied orbital energy	-11.68	eV

CARTESIAN COORDINATES (ANGSTROEM)
C1 0.776 1.976 -0.497
C2 1.230 0.521 -0.812
C3 2.904 0.377 1.090
C4 1.762 -1.753 -0.029
C5 -2.364 -0.373 1.255
C6 -3.094 0.801 -0.780
C7 1.944 -0.297 0.135
C8 -2.432 -0.173 -0.219
N1 -1.711 -1.081 -1.131
H1 1.602 2.648 -0.115
H2 0.457 2.553 -1.277
H3 0.297 0.031 -1.290
H4 2.198 0.920 1.683
H5 3.482 -0.243 1.767
H6 3.616 0.978 0.561
H7 2.455 -2.301 0.575
H8 0.708 -1.915 0.294
H9 1.762 -1.980 -1.001
H10 -1.941 -1.341 1.388
H11 -3.344 -0.637 1.660
H12 -1.755 0.452 1.688
H13 0.021 1.805 0.335
H14 -3.476 1.682 -0.223
H15 -3.342 0.784 -1.756
H16 1.814 0.482 -1.687
H17 -2.093 -0.853 -2.066
H18 -1.731 -2.074 -0.859

=====

(8)
This record from the OMol25 dataset describes C8H18O2 in the gas phase at a distorted geometry. The level of theory is ωB97M-V with the def2-TZVPD basis set.

Summary:
energy above the lowest of the compared OMol25 structures with the same formula, charge and spin	146.7	kJ/mol
LUMO level	0.7654	eV
multiplicity	1
energy	-12682.175	eV
orbital gap	9.82	eV
charge	0
highest occupied orbital energy	-9.05	eV
SMILES	CC(C)C(C)(C)CC(O)O

CARTESIAN COORDINATES (ANGSTROEM)
C1 0.037 -0.312 0.038
C2 0.049 -0.067 -2.603
C3 -0.321 0.775 1.436
C4 -0.285 0.636 -1.041
C5 -0.892 -1.514 0.072
C6 1.491 -0.747 0.087
C7 0.822 1.740 1.715
C8 -0.635 -0.040 2.681
O1 -0.511 0.870 -3.490
O2 -0.386 -1.353 -2.944
H1 -1.345 -1.389 -2.829
H2 -0.350 0.594 -4.403
H3 1.140 -0.102 -2.725
H4 -1.214 1.351 1.173
H5 -1.344 0.890 -1.082
H6 0.334 1.528 -1.049
H7 -0.722 -2.103 0.972
H8 -1.938 -1.215 0.034
H9 -0.674 -2.191 -0.752
H10 1.727 -1.158 1.067
H11 1.674 -1.525 -0.653
H12 2.161 0.083 -0.125
H13 0.179 -0.726 2.916
H14 0.553 2.435 2.515
H15 1.082 2.332 0.840
H16 1.710 1.200 2.042
H17 -1.556 -0.609 2.565
H18 -0.784 0.617 3.542